No. 1
{
  "formula": "C32H43BBrHgN7S3",
  "method": "ωB97M-V with the def2-TZVPD basis set",
  "spin_multiplicity": 2,
  "homo_ev": [-9.16, -10.93],
  "total_charge": 1,
  "e_tot_ev": -151709.02960,
  "species": ["Hg", "C", "C", "C", "C", "N", "N", "B", "N", "N", "C", "C", "C", "C", "C", "S", "C", "C", "C", "C", "N", "N", "C", "C", "C", "C", "C", "S", "C", "C", "C", "C", "C", "S", "C", "C", "C", "C", "H", "H", "H", "H", "H", "H", "H", "H", "H", "H", "H", "H", "H", "H", "H", "H", "H", "H", "H", "H", "H", "H", "H", "H", "H", "H", "H", "H", "H", "H", "H", "H", "H", "H", "H", "H", "H", "H", "H", "Br", "C", "C", "C", "N", "C", "C", "H", "H", "H", "H"],
  "coordinates": [[-0.290, 2.703, 2.097], [4.550, 0.217, 2.015], [3.192, -0.303, 1.664], [2.879, -1.621, 1.744], [1.570, -2.077, 1.405], [0.668, -1.254, 0.982], [0.976, 0.056, 0.875], [-0.113, 0.866, 0.282], [0.231, 1.667, -0.934], [1.129, 1.031, -1.713], [1.434, 1.543, -2.864], [0.924, 2.815, -3.246], [0.020, 3.461, -2.466], [-0.568, 4.783, -2.841], [-0.393, 2.810, -1.258], [-1.624, 3.423, -0.264], [2.310, 0.719, -3.794], [2.506, -0.689, -3.231], [1.607, 0.618, -5.155], [3.673, 1.410, -3.945], [-1.478, 0.256, 0.242], [-1.844, -0.042, -1.017], [-2.995, -0.603, -1.231], [-3.907, -0.795, -0.160], [-3.555, -0.477, 1.114], [-4.502, -0.632, 2.261], [-2.233, 0.021, 1.335], [-1.607, 0.334, 2.877], [-3.236, -1.080, -2.660], [-4.687, -1.500, -2.885], [-2.315, -2.297, -2.862], [-2.846, 0.031, -3.641], [2.161, 0.599, 1.239], [2.372, 2.278, 1.218], [1.200, -3.545, 1.513], [1.235, -3.946, 2.995], [2.230, -4.380, 0.731], [-0.197, -3.797, 0.945], [5.142, -0.553, 2.505], [5.075, 0.541, 1.113], [4.470, 1.089, 2.664], [3.629, -2.328, 2.074], [1.261, 3.277, -4.165], [0.044, 5.285, -3.588], [-1.572, 4.637, -3.247], [-0.674, 5.420, -1.965], [1.547, -1.191, -3.097], [3.113, -1.274, -3.925], [3.009, -0.659, -2.264], [0.622, 0.156, -5.047], [1.480, 1.594, -5.625], [2.201, -0.003, -5.827], [4.227, 1.368, -3.006], [4.259, 0.906, -4.715], [3.563, 2.458, -4.231], [-4.900, -1.175, -0.359], [-5.530, -0.635, 1.903], [-4.313, -1.572, 2.785], [-4.365, 0.168, 2.986], [-4.957, -2.355, -2.263], [-5.379, -0.678, -2.691], [-4.811, -1.800, -3.926], [-2.533, -3.076, -2.127], [-2.467, -2.719, -3.857], [-1.269, -2.006, -2.755], [-3.530, 0.878, -3.548], [-1.834, 0.382, -3.436], [-2.892, -0.339, -4.666], [2.228, -3.800, 3.425], [0.518, -3.362, 3.576], [0.977, -5.002, 3.096], [3.179, -4.457, 1.263], [1.846, -5.391, 0.591], [2.419, -3.952, -0.256], [-0.961, -3.305, 1.550], [-0.278, -3.414, -0.074], [-0.397, -4.869, 0.934], [-0.065, 2.046, 9.175], [-0.064, 2.427, 7.335], [-0.643, 3.591, 6.862], [-0.620, 3.824, 5.499], [-0.053, 2.987, 4.629], [0.510, 1.873, 5.102], [0.527, 1.545, 6.445], [-1.106, 4.300, 7.533], [-1.072, 4.720, 5.092], [0.973, 1.213, 4.378], [0.990, 0.629, 6.779]]
}


No. 2
{
  "formula": "C18H21CrN3O5",
  "method": "ωB97M-V with the def2-TZVPD basis set",
  "spin_multiplicity": 5,
  "homo_ev": [1.35, 0.26],
  "total_charge": -2,
  "e_tot_ev": -62132.46021,
  "species": ["Cr", "C", "O", "H", "H", "H", "C", "O", "H", "H", "H", "C", "O", "O", "O", "N", "C", "C", "C", "C", "C", "H", "H", "H", "H", "H", "N", "C", "C", "C", "C", "C", "H", "H", "H", "H", "H", "N", "C", "C", "C", "C", "C", "H", "H", "H", "H", "H"],
  "coordinates": [[-0.383, -0.948, -0.246], [1.973, -3.223, 0.356], [0.977, -2.688, -0.422], [1.617, -3.512, 1.364], [2.414, -4.133, -0.102], [2.821, -2.510, 0.479], [-1.525, -0.659, -3.356], [-0.935, -1.271, -2.289], [-0.854, -0.458, -4.212], [-2.347, -1.247, -3.806], [-2.003, 0.310, -3.098], [-2.714, -3.083, 0.188], [-2.171, -3.954, -0.588], [-3.888, -3.442, 0.524], [-2.105, -2.047, 0.572], [1.242, 0.538, -1.109], [2.541, 0.335, -0.865], [3.572, 0.955, -1.571], [3.249, 1.957, -2.449], [1.908, 2.222, -2.697], [0.952, 1.517, -1.981], [2.840, -0.465, -0.198], [4.594, 0.635, -1.414], [3.969, 2.522, -3.033], [1.612, 2.981, -3.409], [-0.077, 1.520, -2.326], [0.365, -0.393, 1.876], [-0.083, -1.267, 2.840], [0.535, -1.442, 4.055], [1.673, -0.680, 4.358], [2.012, 0.357, 3.492], [1.350, 0.486, 2.284], [-1.002, -1.814, 2.669], [0.171, -2.188, 4.753], [2.278, -0.920, 5.228], [2.801, 1.063, 3.739], [1.655, 1.236, 1.561], [-1.689, 0.874, -0.062], [-2.973, 0.741, -0.376], [-3.840, 1.836, -0.468], [-3.357, 3.088, -0.124], [-2.017, 3.210, 0.237], [-1.245, 2.077, 0.325], [-3.325, -0.226, -0.709], [-4.843, 1.789, -0.869], [-3.933, 4.005, -0.155], [-1.608, 4.196, 0.418], [-0.204, 2.120, 0.615]]
}


No. 3
{
  "formula": "C3H2N2O2",
  "method": "ωB97M-V with the def2-TZVPD basis set",
  "homo_ev": -8.77,
  "e_tot_ev": -10216.12913,
  "species": ["C", "C", "C", "N", "N", "O", "O", "H", "H"],
  "coordinates": [[3.785, -0.294, -0.495], [-0.360, 0.761, -0.418], [-2.762, 0.287, -0.282], [-1.672, 0.696, -0.631], [0.015, 0.092, 0.606], [4.606, -1.053, -0.659], [-3.935, 0.093, -0.122], [0.996, 0.023, 0.917], [-0.673, -0.604, 1.084]]
}


No. 4
{
  "formula": "C9H42O12",
  "method": "ωB97M-V with the def2-TZVPD basis set",
  "homo_ev": -10.15,
  "smiles": "CC(C)O.CC(C)O.CC(C)O.O.O.O.O.O.O.O.O.O",
  "e_tot_ev": -34583.44466,
  "species": ["C", "C", "C", "O", "H", "H", "H", "H", "H", "H", "H", "H", "C", "C", "C", "O", "H", "H", "H", "H", "H", "H", "H", "H", "C", "C", "C", "O", "H", "H", "H", "H", "H", "H", "H", "H", "O", "H", "H", "O", "H", "H", "O", "H", "H", "O", "H", "H", "O", "H", "H", "O", "H", "H", "O", "H", "H", "O", "H", "H", "O", "H", "H"],
  "coordinates": [[3.517, 4.120, -3.399], [3.929, 4.193, -1.939], [2.867, 4.894, -1.093], [4.112, 2.870, -1.348], [2.639, 3.477, -3.455], [4.362, 3.663, -3.914], [3.200, 5.093, -3.773], [4.895, 4.693, -1.864], [2.797, 5.924, -1.443], [3.142, 5.054, -0.051], [1.915, 4.364, -1.100], [4.000, 2.238, -2.061], [-4.760, -0.256, 6.151], [-4.475, 1.051, 5.451], [-4.585, 2.272, 6.325], [-3.075, 1.100, 5.085], [-5.819, -0.354, 6.391], [-4.201, -0.170, 7.083], [-4.402, -1.168, 5.672], [-5.046, 1.249, 4.544], [-3.895, 2.212, 7.167], [-5.595, 2.454, 6.693], [-4.415, 3.222, 5.818], [-2.941, 0.496, 4.351], [0.890, -1.343, 2.120], [0.165, -0.511, 1.057], [0.700, -0.837, -0.375], [-1.254, -0.689, 1.023], [0.826, -2.400, 1.862], [0.386, -1.378, 3.086], [1.951, -1.108, 2.199], [0.488, 0.512, 1.249], [0.080, -0.443, -1.180], [0.670, -1.907, -0.578], [1.707, -0.457, -0.549], [-1.498, -0.066, 0.335], [-0.741, -5.691, -0.295], [-1.543, -5.255, -0.007], [-0.581, -5.343, -1.173], [-2.059, -2.380, -4.504], [-1.489, -1.838, -5.049], [-1.474, -3.030, -4.116], [5.756, -1.377, -0.544], [5.870, -0.503, -0.171], [6.309, -1.943, -0.005], [-3.709, 1.099, -1.964], [-3.772, 0.309, -2.502], [-4.618, 1.347, -1.795], [1.059, -1.072, -5.888], [1.255, -1.721, -6.563], [1.911, -0.847, -5.516], [4.731, -0.698, -4.060], [5.520, -1.077, -4.448], [4.739, -1.002, -3.153], [-1.167, 3.912, -3.882], [-1.200, 3.543, -4.764], [-1.735, 3.344, -3.361], [2.095, -7.129, 1.818], [1.534, -7.695, 2.349], [1.502, -6.464, 1.469], [-3.890, -3.686, 0.514], [-3.452, -2.853, 0.689], [-4.128, -4.018, 1.380]]
}


No. 5
{
  "formula": "C4H15NO3",
  "method": "ωB97M-V with the def2-TZVPD basis set",
  "homo_ev": -8.04,
  "smiles": "CC(C)=CN.O.O.O",
  "e_tot_ev": -12023.66532,
  "species": ["C", "C", "C", "C", "N", "H", "H", "H", "H", "H", "H", "H", "H", "H", "O", "H", "H", "O", "H", "H", "O", "H", "H"],
  "coordinates": [[1.051, 0.761, 0.134], [-0.250, 1.464, 0.356], [-0.174, 2.966, 0.440], [-1.453, 0.901, 0.439], [-1.812, -0.441, 0.262], [1.283, 0.620, -0.919], [1.860, 1.298, 0.628], [1.115, -0.224, 0.597], [0.563, 3.410, -0.240], [-1.110, 3.475, 0.229], [0.214, 3.296, 1.410], [-2.334, 1.527, 0.456], [-2.751, -0.655, 0.541], [-1.115, -1.156, 0.428], [1.894, -2.249, -1.353], [1.407, -2.525, -0.565], [1.233, -1.695, -1.815], [-0.401, -1.136, -2.388], [-1.130, -1.324, -1.775], [-0.465, -0.170, -2.410], [0.723, -2.732, 1.473], [1.480, -2.310, 1.904], [0.173, -3.103, 2.170]]
}


No. 6
{
  "formula": "C12H17N",
  "method": "ωB97M-V with the def2-TZVPD basis set",
  "homo_ev": -8.12,
  "smiles": "C=C(C)[C@@H]1Cn2cccc2C1(C)C",
  "e_tot_ev": -14207.19462,
  "species": ["C", "C", "C", "C", "C", "N", "C", "C", "C", "C", "C", "C", "C", "H", "H", "H", "H", "H", "H", "H", "H", "H", "H", "H", "H", "H", "H", "H", "H", "H"],
  "coordinates": [[1.239, -0.961, -1.903], [1.812, -0.132, -0.958], [3.179, 0.442, -0.994], [0.992, -0.130, 0.377], [0.241, -1.558, 0.776], [-1.123, -1.197, 0.511], [-2.179, -2.059, 0.417], [-3.211, -1.308, 0.031], [-2.734, 0.040, -0.203], [-1.428, 0.068, 0.163], [-0.221, 0.903, 0.515], [-0.406, 1.324, 1.971], [-0.231, 2.040, -0.486], [1.738, -1.126, -2.801], [0.253, -1.279, -1.664], [3.445, 0.521, -2.049], [3.274, 1.270, -0.408], [3.944, -0.366, -0.522], [1.848, 0.042, 1.064], [0.711, -2.308, 0.089], [0.572, -1.696, 1.776], [-2.110, -3.143, 0.483], [-4.269, -1.501, -0.055], [-3.299, 0.933, -0.530], [0.397, 2.042, 2.237], [-0.415, 0.537, 2.678], [-1.473, 1.775, 2.055], [0.842, 2.185, -0.868], [-0.811, 2.916, -0.238], [-0.576, 1.723, -1.462]]
}


No. 7
{
  "formula": "C5H10O",
  "method": "ωB97M-V with the def2-TZVPD basis set",
  "homo_ev": -9.32,
  "smiles": "C=CCCCO",
  "e_tot_ev": -7393.39597,
  "species": ["C", "C", "C", "C", "C", "O", "H", "H", "H", "H", "H", "H", "H", "H", "H", "H"],
  "coordinates": [[-0.579, -0.837, -1.645], [-0.985, 0.207, -0.928], [-0.059, 1.224, -0.312], [1.083, 0.540, 0.443], [0.552, -0.563, 1.384], [-0.870, -0.483, 1.532], [-1.281, -1.543, -2.077], [0.463, -0.935, -1.930], [-2.052, 0.386, -0.840], [-0.621, 1.889, 0.350], [0.358, 1.862, -1.101], [1.634, 1.299, 1.007], [1.777, 0.100, -0.281], [0.888, -1.558, 1.049], [0.940, -0.432, 2.391], [-1.248, -1.154, 0.958]]
}


No. 8
{
  "formula": "C5H11N2O",
  "method": "ωB97M-V with the def2-TZVPD basis set",
  "homo_ev": -13.97,
  "smiles": "C=CC[C@H]([NH3+])C(N)=O",
  "total_charge": 1,
  "e_tot_ev": -10384.19477,
  "species": ["C", "C", "C", "C", "N", "C", "N", "O", "H", "H", "H", "H", "H", "H", "H", "H", "H", "H", "H"],
  "coordinates": [[2.855, -0.557, 0.478], [1.845, -0.885, -0.319], [0.473, -1.218, 0.138], [-0.214, 0.093, 0.570], [-1.372, -0.168, 1.554], [-0.980, 0.761, -0.601], [-0.416, 0.726, -1.833], [-2.033, 1.311, -0.330], [2.862, -0.535, 1.574], [3.834, -0.236, 0.157], [1.978, -0.938, -1.392], [-0.135, -1.672, -0.623], [0.588, -2.012, 0.955], [0.514, 0.766, 1.060], [-1.841, -0.998, 1.173], [-2.005, 0.658, 1.516], [-0.978, -0.250, 2.489], [0.589, 0.682, -1.880], [-0.869, 1.388, -2.472]]
}


No. 9
{
  "formula": "H12O5S2",
  "method": "ωB97M-V with the def2-TZVPD basis set",
  "homo_ev": -8.94,
  "smiles": "SS.O.O.O.O.O",
  "e_tot_ev": -32102.87924,
  "species": ["S", "S", "H", "H", "O", "H", "H", "O", "H", "H", "O", "H", "H", "O", "H", "H", "O", "H", "H"],
  "coordinates": [[-0.305, -1.906, -1.274], [1.148, -1.526, -2.732], [-0.858, -2.975, -1.874], [2.148, -1.927, -1.936], [-1.493, 2.723, 0.648], [-2.375, 2.391, 0.409], [-1.552, 3.657, 0.429], [1.931, 2.205, 2.700], [1.427, 3.014, 2.677], [1.563, 1.609, 3.347], [-2.921, -0.349, 2.077], [-1.984, -0.156, 1.973], [-2.997, -0.633, 2.994], [0.822, 1.392, -0.408], [1.559, 1.999, -0.289], [0.039, 1.957, -0.320], [0.075, -0.106, 1.849], [0.528, 0.483, 1.232], [0.629, -0.843, 2.111]]
}


No. 10
{
  "formula": "C6H37NO13",
  "method": "ωB97M-V with the def2-TZVPD basis set",
  "homo_ev": -9.11,
  "e_tot_ev": -34926.31347,
  "species": ["C", "C", "N", "C", "C", "C", "C", "O", "H", "H", "H", "H", "H", "H", "H", "H", "H", "H", "H", "H", "H", "H", "H", "O", "H", "H", "O", "H", "H", "O", "H", "H", "O", "H", "H", "O", "H", "H", "O", "H", "H", "O", "H", "H", "O", "H", "H", "O", "H", "H", "O", "H", "H", "O", "H", "H", "O"],
  "coordinates": [[0.492, 0.313, 4.392], [-0.633, -0.042, 3.519], [-1.448, 1.025, 3.082], [-2.914, 0.774, 2.727], [-1.152, 2.229, 0.756], [-0.870, 2.172, 2.274], [-1.369, 3.456, 2.911], [-0.883, -1.190, 3.326], [1.401, -0.128, 3.900], [0.595, -0.075, 5.389], [0.641, 1.515, 4.603], [-3.485, 1.628, 2.905], [-3.134, -0.167, 3.274], [-2.811, 0.512, 1.644], [-1.740, 3.068, 0.466], [-0.379, 2.137, 0.056], [-1.861, 1.495, 0.386], [0.392, 2.091, 2.295], [-0.885, 3.355, 4.019], [-1.081, 4.417, 2.501], [-2.527, 3.444, 2.862], [3.581, -0.965, -3.650], [3.209, -2.037, -2.680], [3.397, -1.930, -3.583], [2.240, 0.070, -0.037], [2.837, -1.393, 0.543], [2.165, -0.701, 0.365], [-3.192, -0.342, -0.987], [-2.612, -0.806, 0.316], [-2.966, -0.092, -0.153], [-2.260, -1.910, -1.551], [-2.054, -3.338, -1.116], [-2.323, -2.811, -2.005], [2.659, 2.365, -1.309], [3.039, 2.066, 0.181], [2.301, 1.893, -0.491], [-2.377, -3.293, 1.504], [-1.876, -1.734, 1.901], [-2.340, -2.282, 1.241], [2.488, 2.186, -3.237], [3.868, 1.867, -2.891], [3.162, 2.447, -2.759], [0.058, 1.032, -2.934], [-0.354, 0.847, -4.297], [0.373, 1.115, -3.814], [-2.846, -0.510, -3.800], [-1.829, -1.425, -4.497], [-2.127, -0.517, -4.485], [0.322, -3.355, -4.318], [-0.605, -3.214, -3.096], [-0.249, -2.670, -3.839], [1.127, -3.793, -0.434], [1.225, -2.401, -0.961], [1.155, -3.356, -1.272], [4.614, -1.659, -0.067], [4.940, -0.627, 0.938], [4.902, -0.755, -0.011]]
}


No. 11
{
  "formula": "C2H9N2O",
  "method": "ωB97M-V with the def2-TZVPD basis set",
  "homo_ev": -14.42,
  "smiles": "[NH3+]CNCO",
  "total_charge": 1,
  "e_tot_ev": -7240.79409,
  "species": ["N", "C", "N", "C", "O", "H", "H", "H", "H", "H", "H", "H", "H", "H"],
  "coordinates": [[1.297, 0.576, -0.846], [0.796, 0.575, 0.614], [-0.009, -0.555, 0.762], [-1.380, -0.488, 0.281], [-1.390, -0.552, -1.108], [0.574, 0.212, -1.471], [2.143, 0.011, -0.831], [1.552, 1.521, -1.141], [0.347, 1.559, 0.812], [1.653, 0.504, 1.287], [0.111, -1.109, 1.593], [-1.922, -1.298, 0.766], [-1.910, 0.376, 0.708], [-1.862, -1.332, -1.425]]
}